## w
Molecular formula: C10H15O3S
Method: DFT, wB97M-V/def2-TZVPD

Each atom is followed by the atoms it is bonded to, with distances in Å.
Cartesian coordinates (Å):
1 C 2.0153 -0.2786 1.1169  C2 1.538, H15 1.193, H16 1.085, H17 1.025
2 C 0.7820 -0.4979 0.2252  C1 1.538, C3 1.517, C4 1.574, C7 1.537
3 C 0.3905 -1.9383 0.4971  C2 1.517, H18 1.130, H19 1.082, H20 1.097
4 C 1.1542 -0.3033 -1.2913  C2 1.574, C5 1.526, H21 1.065, H22 1.055
5 C 0.7186 1.1201 -1.6266  C4 1.526, C6 1.551, H23 1.096, H24 1.091
6 C 0.3940 1.8598 -0.3031  C5 1.551, C7 1.524, H25 1.023, H26 1.129
7 C -0.1889 0.6718 0.4536  C2 1.537, C6 1.524, C8 1.564, C9 1.544
8 C -0.3760 1.1626 1.9270  C7 1.564, H27 1.134, H28 1.143, H29 1.152
9 C -1.5309 0.3798 -0.2522  C7 1.544, O10 1.241, C11 1.396
10 O -2.3157 1.3220 -0.4428  C9 1.241
11 C -1.7203 -0.8528 -0.8805  C9 1.396, S12 1.693
12 S -3.3374 -1.2771 -1.1470  C11 1.693, O13 1.500, O14 1.465
13 O -3.4595 -2.2746 -2.2601  S12 1.500
14 O -4.1015 -1.5625 0.0698  S12 1.465
15 H 2.7164 -1.2310 0.9573  C1 1.193
16 H 1.7285 -0.3114 2.1623  C1 1.085
17 H 2.5212 0.5562 0.8047  C1 1.025
18 H -0.6204 -2.1048 0.0209  C3 1.130
19 H 0.2405 -2.2326 1.5274  C3 1.082
20 H 1.1317 -2.6113 0.0486  C3 1.097
21 H 0.5399 -0.8222 -1.9900  C4 1.065
22 H 2.1969 -0.4465 -1.3597  C4 1.055
23 H -0.1208 1.1575 -2.3296  C5 1.096
24 H 1.5306 1.5127 -2.2397  C5 1.091
25 H 1.2886 2.2142 0.0436  C6 1.023
26 H -0.4051 2.6383 -0.4736  C6 1.129
27 H 0.6247 1.5544 2.2876  C8 1.134
28 H -0.8404 0.4516 2.6920  C8 1.143
29 H -0.9565 2.1439 1.7622  C8 1.152

Values from the calculation:
SMILES: CC1(C)CCC[C@@]1(C)C(=O)C#S(=O)[O-]
Gap between HOMO and LUMO (alpha / beta) in eV: 7.21 / 7.24
Net charge: -1
Multiplicity: 1

Here are the natural (NBO) charges for atoms 1 to 2, given in e: -0.600 -0.003


## x
Molecular formula: C10H15O3S
Method: DFT, wB97M-V/def2-TZVPD

Each atom is followed by the atoms it is bonded to, with distances in Å.
Cartesian coordinates (Å):
1 C -0.5203 2.1584 1.8468  C2 1.360, H15 1.048, H16 1.111
2 C -1.5075 1.6786 1.0440  C1 1.360, C3 1.502, C4 1.497
3 C -2.5118 2.5730 0.3761  C2 1.502, H17 1.079, H18 1.045, H19 1.206
4 C -1.5264 0.2050 0.7826  C2 1.497, C5 1.518, H20 1.135, H21 1.092
5 C -0.4283 -0.5562 1.5039  C4 1.518, C6 1.333, H22 1.023
6 C 0.5465 -1.1641 0.8274  C5 1.333, C7 1.520, C8 1.452
7 C 1.6648 -1.8764 1.5702  C6 1.520, H23 1.107, H24 1.079, H25 1.143
8 C 0.7041 -1.0433 -0.6106  C6 1.452, C9 1.461, C10 1.335
9 C 0.5258 -2.3018 -1.3309  C8 1.461, H26 1.047, H27 1.007, H28 1.149
10 C 1.2708 0.0096 -1.2035  C8 1.335, S11 1.786, H29 1.014
11 S 1.4603 0.1579 -2.9735  C10 1.786, O12 1.461, O13 1.431, O14 1.423
12 O 1.7166 1.5941 -3.0553  S11 1.461
13 O 0.2193 -0.1673 -3.6070  S11 1.431
14 O 2.5670 -0.6420 -3.3750  S11 1.423
15 H 0.1070 1.5416 2.4166  C1 1.048
16 H -0.4350 3.2662 1.8674  C1 1.111
17 H -3.2565 1.9511 -0.0958  C3 1.079
18 H -1.9730 3.1578 -0.3023  C3 1.045
19 H -2.9411 3.3733 1.1695  C3 1.206
20 H -1.3857 -0.0499 -0.3142  C4 1.135
21 H -2.4620 -0.2481 1.1169  C4 1.092
22 H -0.4609 -0.4961 2.5243  C5 1.023
23 H 2.5302 -2.1113 0.9214  C7 1.107
24 H 1.1376 -2.7848 1.8160  C7 1.079
25 H 2.0181 -1.3589 2.5263  C7 1.143
26 H -0.4665 -2.6234 -1.2393  C9 1.047
27 H 1.1634 -2.9938 -0.9721  C9 1.007
28 H 0.6755 -2.1272 -2.4570  C9 1.149
29 H 1.5681 0.8782 -0.7729  C10 1.014

Values from the calculation:
SMILES: C=C(C)C/C=C(C)\C(C)=C\S(=O)(=O)[O-]
Gap between HOMO and LUMO in eV: 7.96
Net charge: -1
Multiplicity: 1

Here are the natural (NBO) charges for atoms 1 to 2, given in e: -0.443 0.053


Which of them is least stable? Easy: w.


## w
Molecular formula: C6H6N2
Method: DFT, wB97M-V/def2-TZVPD

Each atom is followed by the atoms it is bonded to, with distances in Å.
Cartesian coordinates (Å):
1 C -1.2873 0.9983 -0.0065  C2 1.363, C8 1.477, H9 1.028
2 C 0.0011 0.5544 0.0343  C1 1.363, C3 1.485, C6 1.337
3 C 1.3901 1.0626 -0.0957  C2 1.485, C4 1.343, H10 1.211
4 C 2.1203 -0.0612 -0.0115  C3 1.343, N5 1.439, H11 1.044
5 N 1.3824 -1.2961 -0.0034  C4 1.439, C6 1.452, H12 1.258
6 C 0.0503 -0.7583 -0.2138  C2 1.337, N5 1.452, N7 1.316
7 N -1.1301 -1.3353 -0.2816  C6 1.316, C8 1.502
8 C -2.0870 -0.2396 0.0908  C1 1.477, N7 1.502, H13 1.102, H14 1.300
9 H -1.4699 1.9988 -0.1570  C1 1.028
10 H 1.6101 2.2500 -0.1919  C3 1.211
11 H 3.1025 -0.1671 -0.3485  C4 1.044
12 H 1.6375 -2.2530 0.7715  N5 1.258
13 H -2.2566 -0.3791 1.1705  C8 1.102
14 H -3.0633 -0.3744 -0.7572  C8 1.300

Values from the calculation:
SMILES: C1=c2cc[nH]c2=NC1
Gap between HOMO and LUMO in eV: 8.51
Net charge: 0
Multiplicity: 1

Here are the natural (NBO) charges for atoms 1 to 2, given in e: -0.163 -0.149


## x
Molecular formula: C6H6N2
Method: DFT, wB97M-V/def2-TZVPD

Each atom is followed by the atoms it is bonded to, with distances in Å.
Cartesian coordinates (Å):
1 C -2.9288 -0.6999 -0.1323  C2 1.209, H9 1.256
2 C -1.7558 -0.7647 0.1540  C1 1.209, C3 1.474
3 C -0.3023 -0.5826 -0.0095  C2 1.474, N4 1.306, C5 1.372
4 N 0.5194 -1.5975 -0.0382  C3 1.306, H10 1.076, H11 1.112
5 C 0.3449 0.6230 -0.1061  C3 1.372, C6 1.479, C7 1.440
6 C 1.8186 0.7235 -0.0392  C5 1.479, H12 1.087, H13 1.169, H14 1.146
7 C -0.6840 1.6235 0.0145  C5 1.440, N8 1.137
8 N -1.4846 2.4313 0.0329  C7 1.137
9 H -4.1030 -0.2550 -0.1011  C1 1.256
10 H 0.3657 -2.6453 0.1541  N4 1.076
11 H 1.6019 -1.4426 0.1646  N4 1.112
12 H 2.2570 0.1217 -0.8308  C6 1.087
13 H 2.3950 0.6199 0.9723  C6 1.169
14 H 1.9559 1.8446 -0.2352  C6 1.146

Values from the calculation:
SMILES: C#C/C(N)=C(/C)C#N
Gap between HOMO and LUMO in eV: 8.80
Net charge: 0
Multiplicity: 1

Here are the natural (NBO) charges for atoms 1 to 2, given in e: -0.143 -0.103


## y
Molecular formula: C6H6N2
Method: DFT, wB97M-V/def2-TZVPD

Each atom is followed by the atoms it is bonded to, with distances in Å.
Cartesian coordinates (Å):
1 C -0.8399 0.7543 -1.4025  C2 1.556, H9 1.171, H10 1.039, H11 1.050
2 C -0.3753 0.5841 0.0732  C1 1.556, C3 1.481, C4 1.527, H12 1.187
3 C 1.0807 0.6595 0.3334  C2 1.481, C4 1.767, H13 1.095, H14 1.081
4 C 0.0654 -0.7418 0.6888  C2 1.527, C3 1.767, C5 1.426, C7 1.431
5 C 0.4761 -1.7617 -0.2190  C4 1.426, N6 1.164
6 N 0.9597 -2.5184 -0.9591  C5 1.164
7 C -0.1401 -1.0324 2.0747  C4 1.431, N8 1.138
8 N -0.3999 -1.1761 3.1729  C7 1.138
9 H -0.7318 -0.3129 -1.8731  C1 1.171
10 H -0.2994 1.5480 -1.7996  C1 1.039
11 H -1.8697 0.9493 -1.4710  C1 1.050
12 H -1.1333 1.2777 0.6676  C2 1.187
13 H 1.7758 0.6124 -0.5119  C3 1.095
14 H 1.4317 1.1582 1.2257  C3 1.081

Values from the calculation:
SMILES: C[C@@H]1CC1(C#N)C#N
Gap between HOMO and LUMO in eV: 10.79
Net charge: 0
Multiplicity: 1

Here are the natural (NBO) charges for atoms 1 to 2, given in e: -0.602 -0.201


## z
Molecular formula: C6H6N2
Method: DFT, wB97M-V/def2-TZVPD

Each atom is followed by the atoms it is bonded to, with distances in Å.
Cartesian coordinates (Å):
1 N 2.9911 0.9102 0.0081  C2 1.263
2 C 1.7644 1.1828 -0.1220  N1 1.263, C3 1.397
3 C 0.5103 0.5947 -0.3042  C2 1.397, C4 1.608, C6 1.598, C8 1.472
4 C -0.5829 1.7654 -0.1670  C3 1.608, N5 1.280
5 N -1.5508 2.5672 0.0724  C4 1.280
6 C 0.0723 -0.2671 0.9683  C3 1.598, C7 1.399, H9 1.132, H10 1.102
7 C -0.7815 -1.0298 0.1635  C6 1.399, C8 1.488, H11 1.232, H12 1.076
8 C -0.1422 -0.4833 -1.0644  C3 1.472, C7 1.488, H13 1.110, H14 1.008
9 H 0.8716 -0.8793 1.4866  C6 1.132
10 H -0.2572 0.2750 1.8694  C6 1.102
11 H -1.9993 -0.9550 -0.0062  C7 1.232
12 H -0.7994 -2.0895 0.3495  C7 1.076
13 H -0.6279 -0.3700 -2.0558  C8 1.110
14 H 0.5315 -1.2213 -1.1982  C8 1.008

Values from the calculation:
SMILES: N#CC1(C#N)CCC1
Gap between HOMO and LUMO in eV: 11.03
Net charge: 0
Multiplicity: 1

Here are the natural (NBO) charges for atoms 1 to 2, given in e: -0.225 0.267


Which of them is least stable? Easy: z.


## w
Molecular formula: C6H6N2
Method: DFT, wB97M-V/def2-TZVPD

Each atom is followed by the atoms it is bonded to, with distances in Å.
Cartesian coordinates (Å):
1 C 2.7223 0.1377 -0.1004  C2 1.200, H9 1.179
2 C 1.5361 0.3150 -0.0523  C1 1.200, C3 1.572
3 C 0.0094 0.6682 0.0687  C2 1.572, N4 1.439, C5 1.348
4 N -0.5989 1.9676 -0.0427  C3 1.439, H10 1.055, H11 1.177
5 C -0.8879 -0.3011 -0.2025  C3 1.348, C6 1.485, C7 1.359
6 C -0.1072 -1.5329 0.0781  C5 1.485, H12 1.049, H13 1.147, H14 1.113
7 C -2.2277 -0.1072 -0.0842  C5 1.359, N8 1.122
8 N -3.3399 0.0351 -0.1182  C7 1.122
9 H 3.8286 -0.1086 -0.4241  C1 1.179
10 H -1.5241 1.9574 0.4637  N4 1.055
11 H 0.2617 2.7671 0.0274  N4 1.177
12 H -0.4911 -2.1765 0.8120  C6 1.049
13 H -0.1143 -2.1371 -0.8970  C6 1.147
14 H 0.9329 -1.4846 0.4717  C6 1.113

Values from the calculation:
SMILES: C#C/C(N)=C(\C)C#N
Gap between HOMO and LUMO in eV: 8.79
Net charge: 0
Multiplicity: 1

Here are the natural (NBO) charges for atoms 1 to 2, given in e: -0.202 -0.097


## x
Molecular formula: C6H6N2
Method: DFT, wB97M-V/def2-TZVPD

Each atom is followed by the atoms it is bonded to, with distances in Å.
Cartesian coordinates (Å):
1 C 0.8052 -0.0232 1.8707  C2 1.440, C8 1.456, H9 1.135
2 C 1.3611 0.6081 0.7017  C1 1.440, C3 1.520, H10 1.164
3 C 0.3002 0.4690 -0.3777  C2 1.520, N4 1.436, C7 1.375, H11 1.163
4 N 0.4540 0.0733 -1.7499  C3 1.436, N5 1.396, H12 1.064
5 N -0.7778 -0.3624 -2.2427  N4 1.396, C6 1.370
6 C -1.3759 -0.9226 -1.1452  N5 1.370, C7 1.461, H13 1.131
7 C -0.6498 -0.4386 0.0264  C3 1.375, C6 1.461, C8 1.394
8 C -0.4710 -0.5454 1.4045  C1 1.456, C7 1.394, H14 1.195
9 H 1.0646 -0.2231 2.9570  C1 1.135
10 H 2.2342 1.3715 0.5995  C2 1.164
11 H -0.2360 1.5014 -0.3906  C3 1.163
12 H 0.9617 0.8077 -2.3292  N4 1.064
13 H -2.4658 -1.0974 -1.3899  C6 1.131
14 H -1.2046 -1.2184 2.0653  C8 1.195

Values from the calculation:
SMILES: C1=C[C@H]2NN=CC2=C1
Gap between HOMO and LUMO in eV: 7.74
Net charge: 0
Multiplicity: 1

Here are the natural (NBO) charges for atoms 1 to 2, given in e: -0.226 -0.201


Which of them is least stable? Easy: w.


## w
Molecular formula: C6H6N2
Method: DFT, wB97M-V/def2-TZVPD

Each atom is followed by the atoms it is bonded to, with distances in Å.
Cartesian coordinates (Å):
1 C 0.5009 -0.5801 -1.5573  C2 1.471, H7 1.052, H8 1.094, H9 1.194
2 C 0.5378 0.4161 -0.4760  C1 1.471, C3 1.330, C5 1.446
3 C 1.3376 0.1921 0.5630  C2 1.330, N4 1.222
4 N 2.0963 -0.2427 1.4161  C3 1.222, H10 0.972
5 C -0.0958 1.7043 -0.6497  C2 1.446, N6 1.150
6 N -0.5124 2.7382 -0.9322  C5 1.150
7 H 0.5568 -0.0875 -2.4851  C1 1.052
8 H 1.3042 -1.3143 -1.4476  C1 1.094
9 H -0.4567 -1.2926 -1.5929  C1 1.194
10 H 1.9190 -0.5523 2.3200  N4 0.972
11 C -2.0635 0.3057 1.3216  C12 1.233, H13 0.988
12 C -1.5725 -0.8083 1.1282  C11 1.233, H14 0.995
13 H -2.3058 1.2614 1.3898  C11 0.988
14 H -1.2459 -1.7399 1.0021  C12 0.995

Values from the calculation:
SMILES: CC(=C=N)C#N.C#C
Gap between HOMO and LUMO in eV: 9.61
Net charge: 0
Multiplicity: 1

Here are the natural (NBO) charges for atoms 1 to 2, given in e: -0.587 -0.372


## x
Molecular formula: C6H6N2
Method: DFT, wB97M-V/def2-TZVPD

Each atom is followed by the atoms it is bonded to, with distances in Å.
Cartesian coordinates (Å):
1 C -2.9346 -0.3652 0.1848  C2 1.228, H9 1.204
2 C -1.7492 -0.0486 0.1341  C1 1.228, C3 1.529
3 C -0.3013 0.0377 -0.3509  C2 1.529, C4 1.628, C5 1.516, N8 1.382
4 C 0.5778 1.3390 -0.7799  C3 1.628, C5 1.651, H10 1.236, H11 1.050
5 C 0.6735 0.5725 0.6795  C3 1.516, C4 1.651, C6 1.506, H12 1.140
6 C 1.7759 -0.4490 0.5791  C5 1.506, N7 1.264, H13 1.011
7 N 1.3737 -1.4162 -0.1278  C6 1.264, N8 1.333
8 N 0.1818 -1.2117 -0.6892  C3 1.382, N7 1.333, H14 0.983
9 H -3.9721 -0.8609 0.5423  C1 1.204
10 H 1.6503 1.4058 -1.3910  C4 1.236
11 H -0.0003 2.2114 -0.6910  C4 1.050
12 H 0.5481 1.0942 1.6854  C5 1.140
13 H 2.5626 -0.3492 1.2054  C6 1.011
14 H -0.3861 -1.9599 -0.9807  N8 0.983

Values from the calculation:
SMILES: C#C[C@@]12C[C@@H]1C=NN2
Gap between HOMO and LUMO in eV: 9.38
Net charge: 0
Multiplicity: 1

Here are the natural (NBO) charges for atoms 1 to 2, given in e: -0.244 -0.031


## y
Molecular formula: C6H6N2
Method: DFT, wB97M-V/def2-TZVPD

Each atom is followed by the atoms it is bonded to, with distances in Å.
Cartesian coordinates (Å):
1 C -1.0862 0.8663 0.2796  C2 1.349, C8 1.440, H9 1.118
2 C -1.4378 -0.4282 0.4224  C1 1.349, C3 1.443, H10 1.187
3 C -0.9226 -1.5036 -0.3900  C2 1.443, N4 1.272, H11 1.092
4 N 0.2961 -1.8282 -0.5597  C3 1.272, N5 1.410
5 N 1.2395 -1.4904 0.4318  N4 1.410, C6 1.242
6 C 1.7664 -0.3657 0.4118  N5 1.242, C7 1.493, H12 1.146
7 C 1.3472 0.8490 -0.3493  C6 1.493, C8 1.345, H13 1.108
8 C 0.1045 1.3634 -0.3589  C1 1.440, C7 1.345, H14 1.069
9 H -1.7777 1.5863 0.7834  C1 1.118
10 H -2.5378 -0.5302 0.8571  C2 1.187
11 H -1.6903 -2.0175 -0.9716  C3 1.092
12 H 2.6353 -0.2529 1.1500  C6 1.146
13 H 2.1211 1.4452 -0.8714  C7 1.108
14 H -0.0579 2.3065 -0.8353  C8 1.069

Values from the calculation:
SMILES: C1=C\C=N/N=C\C=C/1
Gap between HOMO and LUMO in eV: 9.26
Net charge: 0
Multiplicity: 1

Here are the natural (NBO) charges for atoms 1 to 2, given in e: -0.194 -0.243


Which of them is least stable? Easy: x.